{
  "formula": "C51H95FNO15",
  "method": "the ωB97M-V functional and the def2-TZVPD basis",
  "energy_ev": -89341.9069,
  "homo_lumo_gap_ev": 7.00,
  "homo_energy_ev": -10.6,
  "charge": 1,
  "symbols": ["F", "O", "O", "O", "O", "O", "O", "O", "O", "O", "O", "O", "O", "O", "O", "O", "N", "C", "C", "C", "C", "C", "C", "C", "C", "C", "C", "C", "C", "C", "C", "C", "C", "C", "C", "C", "C", "C", "C", "C", "C", "C", "C", "C", "C", "C", "C", "C", "C", "C", "C", "C", "C", "C", "C", "C", "C", "C", "C", "C", "C", "C", "C", "C", "C", "C", "C", "C", "H", "H", "H", "H", "H", "H", "H", "H", "H", "H", "H", "H", "H", "H", "H", "H", "H", "H", "H", "H", "H", "H", "H", "H", "H", "H", "H", "H", "H", "H", "H", "H", "H", "H", "H", "H", "H", "H", "H", "H", "H", "H", "H", "H", "H", "H", "H", "H", "H", "H", "H", "H", "H", "H", "H", "H", "H", "H", "H", "H", "H", "H", "H", "H", "H", "H", "H", "H", "H", "H", "H", "H", "H", "H", "H", "H", "H", "H", "H", "H", "H", "H", "H", "H", "H", "H", "H", "H", "H", "H", "H", "H", "H", "H", "H"],
  "xyz": [[-4.249, -0.941, -1.044], [3.099, -2.733, 2.074], [6.857, 1.748, 1.104], [10.735, 3.972, 5.047], [-5.509, 2.033, -3.978], [2.121, -5.250, -6.241], [-10.151, 4.362, -3.296], [-9.492, 8.960, -5.525], [-1.480, -8.115, 7.108], [6.964, -7.884, 0.989], [-0.060, -1.212, -3.903], [-11.344, 11.995, -3.236], [0.141, 0.516, -2.548], [-2.127, -5.749, 2.737], [7.796, 0.276, 6.043], [5.206, -0.771, -0.803], [-1.426, -3.217, 0.352], [9.010, 1.382, 2.044], [-7.476, 0.844, -4.587], [-2.031, -1.620, -1.293], [2.605, -1.917, 4.254], [7.558, 1.788, 2.091], [-10.718, 5.285, -3.843], [4.620, -2.557, -2.261], [-0.689, -1.596, -1.686], [-0.199, -0.737, -2.830], [-10.709, 14.264, -2.914], [-2.362, -2.467, -0.239], [6.726, -8.737, -1.219], [-11.866, 5.042, -4.793], [-9.692, 11.298, -5.900], [2.512, -3.657, -1.278], [4.003, -3.384, -1.130], [-7.454, 3.383, -4.232], [5.769, -1.728, -1.684], [3.799, 1.222, -0.945], [-0.452, -8.727, 7.292], [1.031, -4.759, -6.418], [3.601, -0.434, 2.399], [7.636, -0.910, 6.225], [-10.732, 12.795, -2.566], [11.095, 3.249, 5.948], [-0.430, -10.012, 8.079], [-6.694, 2.087, -4.240], [7.722, -1.515, 7.604], [-4.230, -5.369, 3.783], [7.031, 2.237, 3.426], [1.717, -2.376, -1.534], [-10.076, 9.856, -6.094], [12.552, 3.122, 6.325], [7.342, -1.852, 5.081], [0.284, -2.401, -1.060], [-11.225, 9.578, -7.031], [0.310, -4.880, -7.738], [-2.741, -5.598, 3.778], [0.329, -3.993, -5.322], [6.235, -8.072, 0.044], [-0.137, -3.210, -0.014], [10.106, 2.431, 6.741], [-2.053, -5.638, 5.112], [-3.179, -0.852, -1.934], [5.126, 0.554, -1.319], [-2.959, 0.605, -2.226], [0.868, -8.241, 6.745], [-10.316, 6.715, -3.620], [4.784, -7.647, 0.074], [3.099, -1.787, 2.833], [-9.955, 12.370, -1.345], [0.220, -9.907, 8.949], [-2.303, 0.764, -3.075], [-4.605, -5.367, 2.761], [2.222, -1.499, -1.125], [-11.126, 14.849, -2.093], [-6.818, -0.022, -4.558], [7.589, 3.108, 3.775], [-10.342, 12.879, -0.460], [9.103, 2.613, 6.366], [6.390, -2.394, -1.085], [7.137, 1.427, 4.151], [3.917, -1.844, -2.694], [6.158, -9.649, -1.407], [-3.922, 1.011, -2.522], [4.442, -0.128, 3.024], [1.669, -2.235, -2.608], [2.278, -2.939, 4.435], [3.338, 1.634, -1.839], [4.531, -4.338, -1.108], [1.289, -8.986, 6.067], [13.151, 3.759, 5.678], [5.979, 2.503, 3.334], [9.641, 2.222, 2.339], [0.525, -3.858, 0.533], [-12.127, 10.071, -6.667], [-8.287, 0.703, -3.871], [2.195, -4.207, -0.396], [-0.989, -5.812, 4.967], [6.381, -2.344, 5.238], [0.959, -3.981, -4.434], [-11.621, 5.433, -5.781], [12.879, 2.088, 6.209], [-11.303, 14.435, -3.809], [-7.898, 0.937, -5.589], [5.956, 1.119, -0.902], [-9.483, 6.752, -2.920], [5.235, 0.578, -2.405], [-10.009, 7.177, -4.565], [0.921, -5.451, -8.433], [-0.621, -4.473, -5.081], [0.126, -3.890, -8.156], [3.936, -0.485, 1.365], [2.805, 0.308, 2.487], [-12.057, 3.974, -4.869], [-3.373, -2.556, 0.118], [6.608, -8.062, -2.068], [-8.258, 3.340, -3.504], [-8.900, 12.619, -1.468], [-1.710, -3.819, 1.120], [7.937, -0.734, 8.330], [-11.154, 7.279, -3.207], [3.988, 2.070, -0.290], [-6.781, 4.196, -3.970], [4.162, -2.933, -0.154], [8.518, -2.260, 7.636], [7.307, -1.294, 4.147], [6.348, -1.275, -2.487], [-2.654, 1.169, -1.345], [10.148, 2.707, 7.796], [-0.643, -5.393, -7.599], [-9.684, 14.588, -3.099], [1.569, -8.066, 7.562], [-7.876, 3.573, -5.220], [4.592, -6.926, -0.723], [-10.992, 9.949, -8.030], [10.333, 1.369, 6.633], [-0.300, 0.821, -1.744], [-8.859, 11.358, -5.202], [-10.054, 11.296, -1.209], [-12.765, 5.539, -4.425], [-0.061, -10.827, 7.455], [-2.192, -4.688, 5.631], [4.565, -7.184, 1.034], [-2.458, -6.445, 5.721], [9.270, 1.077, 1.033], [3.127, 0.532, -0.447], [-4.459, -4.411, 4.251], [-9.392, 11.738, -6.852], [12.697, 3.430, 7.361], [-3.491, -1.393, -2.829], [9.186, 0.549, 2.726], [0.718, -7.311, 6.201], [-1.437, -10.249, 8.415], [1.767, -1.239, 4.422], [2.360, -4.327, -2.128], [4.956, -3.212, -3.064], [-4.726, -6.165, 4.340], [8.122, -2.611, 5.011], [4.136, -8.515, -0.058], [3.406, -1.671, 4.951], [0.145, -2.967, -5.638], [-10.538, 11.850, -5.491], [6.776, -1.992, 7.863], [-11.401, 8.506, -7.083], [7.777, -8.990, -1.109]],
  "lowdin_charge": [-0.0132, 0.0588, 0.0541, 0.0602, 0.0412, 0.0704, 0.0337, 0.0453, 0.0577, 0.0700, 0.1816, 0.0517, 0.1643, 0.0315, 0.0505, -0.1734, 0.1372, -0.0086, -0.0193, -0.0365, -0.0183, -0.4873, -0.4870, -0.1573, 0.0219, -0.5189, -0.0209, 0.0476, -0.0234, -0.0189, -0.0226, -0.1751, -0.1940, -0.0216, -0.2096, -0.0578, -0.4925, -0.5013, -0.0009, -0.4871, -0.5021, -0.5034, -0.0198, -0.4891, -0.0165, -0.0193, -0.0148, -0.1125, -0.4809, -0.0248, -0.0110, -0.0702, -0.0130, -0.0221, -0.4940, -0.0283, -0.5064, 0.0553, -0.0285, -0.0178, -0.2960, -0.2516, -0.0010, -0.0170, -0.0185, -0.0257, -0.4875, -0.0204, 0.0880, 0.0944, 0.0787, 0.1271, 0.0865, 0.0743, 0.0910, 0.0862, 0.0676, 0.1252, 0.0516, 0.1065, 0.0855, 0.0703, 0.0867, 0.1079, 0.0793, 0.0676, 0.1066, 0.0888, 0.0811, 0.0793, 0.0874, 0.1424, 0.0896, 0.0887, 0.0907, 0.0743, 0.0802, 0.0635, 0.0827, 0.0841, 0.0817, 0.0872, 0.0891, 0.0863, 0.1148, 0.0565, 0.0829, 0.0880, 0.0865, 0.0571, 0.0941, 0.0794, 0.1510, 0.0849, 0.0613, 0.0861, 0.1587, 0.0838, 0.0930, 0.0731, 0.0880, 0.0921, 0.0890, 0.0721, 0.1213, 0.1029, 0.0881, 0.0849, 0.0865, 0.0881, 0.0938, 0.0694, 0.0868, 0.0791, 0.1263, 0.0842, 0.0814, 0.0859, 0.0880, 0.0937, 0.0792, 0.0726, 0.0822, 0.0434, 0.0880, 0.0884, 0.0849, 0.1684, 0.0798, 0.0668, 0.0832, 0.0857, 0.1195, 0.1200, 0.0934, 0.0910, 0.0845, 0.0806, 0.0716, 0.0663, 0.0862, 0.0757, 0.0823]
}

=====

{
  "formula": "C20H27N3O3",
  "method": "the ωB97M-V functional and the def2-TZVPD basis",
  "energy_ev": -31793.4800,
  "smiles": "O=C(NCc1ccccc1)[C@@H]1CCC(=O)N(CCCN2CCCC2=O)C1",
  "homo_lumo_gap_ev": 9.75,
  "homo_energy_ev": -9.0,
  "charge": 0,
  "relative_energy_ev": 0.685,
  "symbols": ["O", "O", "O", "N", "N", "N", "C", "C", "C", "C", "C", "C", "C", "C", "C", "C", "C", "C", "C", "C", "C", "C", "C", "C", "C", "C", "H", "H", "H", "H", "H", "H", "H", "H", "H", "H", "H", "H", "H", "H", "H", "H", "H", "H", "H", "H", "H", "H", "H", "H", "H", "H", "H"],
  "xyz": [[0.175, 0.710, -1.492], [-1.825, -3.613, 0.070], [3.589, -0.211, 1.469], [-1.489, -1.598, -0.888], [1.976, 1.684, -0.467], [2.463, -1.395, -0.075], [-2.837, -1.453, -1.404], [0.280, -2.534, 0.486], [1.621, -1.358, 2.203], [-1.116, -2.649, -0.141], [-3.847, 2.027, -0.315], [-0.100, 2.164, 0.448], [-4.706, 1.757, 0.737], [0.962, 2.504, 1.488], [1.371, -2.229, -0.545], [3.040, 1.427, -1.416], [-3.262, 0.989, -1.018], [-4.385, -0.595, 0.386], [0.674, 1.418, -0.629], [0.239, -1.469, 1.580], [2.647, -0.931, 1.176], [3.027, 0.037, -2.049], [3.451, -1.077, -1.088], [-3.532, -0.331, -0.676], [-4.973, 0.444, 1.088], [2.255, 2.539, 0.670], [-5.639, 0.229, 1.910], [-0.508, 3.064, -0.019], [1.021, 1.715, 2.237], [2.037, -0.163, -2.456], [2.493, 3.554, 0.327], [0.772, 3.447, 1.995], [1.796, -3.175, -0.907], [4.360, -0.776, -0.560], [-0.053, -0.509, 1.154], [2.984, 2.178, -2.217], [-3.635, 3.051, -0.589], [-2.785, -1.240, -2.476], [3.657, -1.987, -1.661], [3.738, 0.049, -2.877], [1.643, -0.638, 3.022], [0.482, -3.500, 0.960], [1.930, -2.326, 2.607], [3.108, 2.139, 1.223], [-0.501, -1.746, 2.333], [-0.940, 1.585, 0.832], [-3.349, -2.404, -1.241], [-5.164, 2.568, 1.284], [3.981, 1.567, -0.878], [-2.584, 1.198, -1.832], [-0.887, -0.791, -1.022], [0.930, -1.724, -1.410], [-4.587, -1.620, 0.663]],
  "lowdin_charge": [0.0229, 0.0583, 0.0376, 0.0918, -0.0422, -0.0347, -0.1148, -0.1883, -0.0755, -0.4723, -0.0946, -0.0791, -0.0969, -0.1330, -0.0881, -0.1226, -0.0547, -0.0340, -0.4455, -0.1280, -0.4563, -0.1416, -0.1370, -0.2075, -0.0849, -0.1395, 0.1010, 0.1297, 0.1044, 0.0946, 0.1285, 0.1119, 0.1372, 0.1236, 0.0989, 0.1321, 0.1012, 0.1285, 0.1255, 0.1168, 0.1183, 0.1501, 0.1319, 0.1124, 0.1330, 0.1093, 0.1205, 0.0988, 0.1275, 0.1099, 0.0880, 0.1120, 0.1151]
}

=====

{
  "formula": "C26H48InOP2",
  "method": "the ωB97M-V functional and the def2-TZVPD basis",
  "energy_ev": -53528.3448,
  "homo_lumo_gap_ev": [3.25, 3.27],
  "homo_energy_ev": [-9.0, -9.0],
  "charge": 1,
  "relative_energy_ev": 1.499,
  "symbols": ["In", "P", "P", "O", "C", "C", "C", "C", "C", "C", "C", "C", "C", "C", "C", "C", "C", "C", "C", "C", "C", "C", "C", "C", "C", "C", "C", "C", "C", "C", "H", "H", "H", "H", "H", "H", "H", "H", "H", "H", "H", "H", "H", "H", "H", "H", "H", "H", "H", "H", "H", "H", "H", "H", "H", "H", "H", "H", "H", "H", "H", "H", "H", "H", "H", "H", "H", "H", "H", "H", "H", "H", "H", "H", "H", "H", "H", "H"],
  "xyz": [[0.664, 1.558, -1.300], [-1.480, -1.216, -2.945], [0.920, 2.738, 1.206], [1.603, -0.132, -0.581], [0.512, -2.184, 3.228], [-1.286, 4.320, 0.198], [0.610, -3.970, 1.781], [0.211, 3.987, -0.020], [-0.754, 0.519, -2.786], [-2.004, -1.153, -4.704], [2.496, 3.390, 1.809], [2.486, -0.816, -1.414], [-2.054, -1.889, 3.362], [-0.754, -3.612, 1.942], [-2.317, 3.469, -0.543], [2.866, -3.100, 2.687], [1.137, -5.079, 0.959], [-0.276, 4.124, -2.629], [-1.913, 2.019, -0.920], [0.625, 3.658, -1.474], [1.393, -3.079, 2.568], [0.907, -1.145, 4.201], [-3.114, -1.073, -2.109], [-1.623, 1.774, -2.443], [-1.903, -4.307, 1.328], [-1.251, 3.088, -3.246], [-0.224, 2.172, 2.495], [-0.817, -2.518, 2.849], [2.450, -2.300, -1.090], [3.897, -0.248, -1.348], [-1.283, 2.422, 2.303], [-0.814, 5.039, -2.346], [4.279, -0.252, -0.316], [1.953, -5.597, 1.482], [4.567, -0.848, -1.971], [0.062, 2.541, 3.494], [-1.491, 4.277, 1.276], [-1.212, 1.615, -0.159], [1.538, -4.720, -0.001], [3.351, -2.528, 1.883], [0.876, -1.523, 5.236], [-3.915, -0.837, -2.818], [2.158, -0.745, -2.464], [2.602, -2.492, -0.018], [-1.451, 5.375, -0.083], [-2.452, -0.174, -4.920], [-3.212, 3.387, 0.101], [3.251, -4.126, 2.639], [2.630, 4.471, 1.623], [0.812, 4.840, 0.350], [-2.854, -1.933, 2.615], [-2.198, 3.603, -3.463], [-1.881, -0.838, 3.625], [-2.182, -5.209, 1.893], [0.240, -0.276, 4.155], [-2.682, 4.008, -1.428], [0.407, 4.447, -3.429], [-0.247, 0.681, -3.752], [3.229, -2.812, -1.663], [1.477, -2.728, -1.367], [-2.803, 1.409, -0.699], [-2.420, -2.399, 4.267], [-1.108, -1.289, -5.316], [-2.705, -1.961, -4.955], [-3.092, -0.347, -1.291], [-3.319, -2.057, -1.671], [1.931, -0.807, 4.005], [-0.148, 1.066, 2.487], [-2.618, 1.520, -2.865], [1.667, 3.951, -1.649], [0.348, -5.807, 0.745], [-1.669, -4.625, 0.304], [3.180, -2.655, 3.637], [-2.784, -3.657, 1.295], [3.262, 2.839, 1.237], [2.659, 3.186, 2.882], [-0.853, 2.786, -4.226], [3.908, 0.783, -1.724]],
  "lowdin_charge": [0.8296, 0.8268, 0.9116, -0.3512, -0.1187, -0.1987, -0.1046, -0.4743, -0.4366, -0.3332, -0.2488, -0.6225, 0.0064, -0.1126, -0.1682, 0.0104, 0.0155, -0.2043, -0.1914, -0.3313, -0.1097, 0.0014, -0.3139, -0.4323, 0.0055, -0.1588, -0.2656, -0.1219, -0.0642, -0.0621, 0.0472, 0.1087, 0.0809, 0.1016, 0.0782, 0.0514, 0.0917, 0.0720, 0.0999, 0.1013, 0.1188, 0.0432, 0.1179, 0.0444, 0.1204, 0.0392, 0.1182, 0.0991, 0.0537, 0.0938, 0.0891, 0.1077, 0.0846, 0.1179, 0.0671, 0.1099, 0.1126, 0.0304, 0.0851, 0.0680, 0.0964, 0.1172, 0.0299, 0.0376, 0.0050, 0.0121, 0.0958, 0.0134, 0.1216, 0.0847, 0.0943, 0.1016, 0.0933, 0.0853, 0.0417, 0.0505, 0.1112, 0.0716]
}